C25H27As2InN4O as an isolated structure, computed with ωB97M-V/def2-TZVPD.

Each line ends with the Mulliken charge.
Positions of all 60 atoms, in Å:
In -0.2301 0.7128 -0.0018  1.60
C -3.5590 -1.9656 -0.0199  -1.43
As -1.9184 -1.3504 0.8004  0.67
C -2.3681 -1.2363 2.6855  -1.02
C -0.7316 -2.8822 0.7297  0.46
C -1.2886 -4.1517 0.6060  -0.68
C -0.4819 -5.2802 0.5848  -0.80
C 0.8937 -5.1523 0.6864  -0.82
C 1.4613 -3.8928 0.8054  -0.73
C 0.6613 -2.7542 0.8286  0.11
As 1.5270 -1.0370 0.9816  0.79
C 3.1713 -1.1792 -0.0179  -1.27
C 2.0695 -0.8761 2.8292  -1.10
H -4.0139 -2.7370 0.5984  0.49
H -3.3399 -2.3608 -1.0100  0.45
H -4.2521 -1.1308 -0.1084  0.43
H -2.6853 -2.2165 3.0373  0.44
H -3.1766 -0.5204 2.8268  0.43
H -1.5011 -0.9110 3.2579  0.28
H -2.3602 -4.2788 0.5262  0.35
H -0.9323 -6.2590 0.4903  0.43
H 1.5261 -6.0295 0.6722  0.43
H 2.5382 -3.8060 0.8800  0.35
H 3.8356 -1.8947 0.4633  0.57
H 3.6432 -0.1983 -0.0492  0.35
H 2.9437 -1.4984 -1.0330  0.41
H 2.6951 -1.7304 3.0829  0.43
H 1.1957 -0.8617 3.4768  0.35
H 2.6346 0.0459 2.9535  0.41
O 1.1623 2.1773 -0.4204  -0.80
C 2.1283 1.9246 -1.3118  0.47
C 3.4223 2.3910 -1.0493  -0.40
C 4.4628 2.1427 -1.9204  -0.44
C 4.2523 1.4114 -3.0892  -0.91
C 2.9825 0.9654 -3.3767  -0.91
C 1.9062 1.2208 -2.5125  0.29
C 0.5694 0.7952 -2.9148  0.69
N -0.4506 0.4554 -2.1204  -0.15
C -1.5182 0.1005 -2.9305  -0.32
C -1.1395 0.2281 -4.2202  -0.73
N 0.1663 0.6631 -4.1896  -0.08
H 3.5779 2.9596 -0.1414  0.45
H 5.4516 2.5170 -1.6901  0.43
H 5.0706 1.2019 -3.7629  0.46
H 2.8190 0.3883 -4.2798  0.45
H -2.4680 -0.2066 -2.5284  0.44
H -1.6698 0.0612 -5.1404  0.43
H 0.7247 0.9018 -4.9941  0.24
N -4.2216 6.3181 3.1728  -0.33
C -3.6270 5.4606 2.6958  -0.30
C -2.8815 4.3864 2.1011  0.78
C -3.5093 3.1791 1.8005  -0.91
C -2.7557 2.1745 1.2387  -0.14
N -1.4492 2.3136 0.9689  -0.19
C -0.8468 3.4827 1.2452  -0.33
C -1.5299 4.5384 1.8154  -0.79
H -4.5613 3.0342 1.9991  0.51
H -3.2076 1.2250 0.9825  0.60
H 0.1991 3.5564 0.9813  0.60
H -1.0164 5.4648 2.0284  0.52

HOMO-LUMO gap: 0.271 Eh
E_HOMO: -13.47 eV
Total charge: +2
E_LUMO: -6.1 eV

C25H27AsF9N5SV as an isolated structure, computed with ωB97M-V/def2-TZVPD.

Each line ends with the Löwdin spin population.
Positions of all 69 atoms, in Å:
V 0.1132 0.2755 0.1377  1.97
C 2.9103 -0.8532 1.0263  0.00
C 2.2711 -1.8228 0.0028  0.00
N 0.7901 -1.7398 0.0989  -0.01
C 0.2926 -2.5333 1.2714  0.00
C -0.9787 -1.9340 1.8481  0.00
N -0.8067 -0.4663 1.9662  0.01
C -0.0273 -0.0640 3.1714  0.00
C 1.4791 -0.2152 2.9748  0.00
N 1.9096 0.0937 1.5777  -0.01
H 3.3797 -1.4087 1.8353  0.00
H 3.7011 -0.2907 0.5362  0.00
H 2.5675 -1.5555 -1.0039  0.00
H 2.6057 -2.8445 0.1755  0.00
H 0.3626 -2.1216 -0.7386  0.00
H 0.1344 -3.5719 0.9930  0.00
H 1.0797 -2.5344 2.0186  0.00
H -1.8263 -2.1334 1.1963  0.00
H -1.1866 -2.3877 2.8189  0.00
H -1.7212 -0.0299 2.0468  0.00
H -0.2596 0.9675 3.3743  0.00
H -0.3469 -0.6488 4.0364  0.00
H 1.9750 0.4548 3.6703  0.00
H 1.8116 -1.2200 3.2197  0.00
H 2.2842 1.0352 1.5849  0.00
S -4.1686 -1.2221 -1.6340  0.00
C -3.4961 -2.8050 -1.4322  0.00
C -4.1535 -4.0334 -1.4308  0.00
C -3.3920 -5.1809 -1.3166  0.00
C -1.9974 -5.1026 -1.2344  0.00
C -1.3540 -3.8801 -1.2340  0.00
C -2.1107 -2.7074 -1.2996  0.00
N -1.6151 -1.3920 -1.3122  0.00
C -2.5789 -0.5425 -1.5345  0.00
C -2.3113 0.8848 -1.7107  0.00
C -3.1785 1.6677 -2.4824  0.00
C -2.8804 2.9914 -2.7285  0.01
C -1.7026 3.5205 -2.2119  0.00
C -0.8536 2.7324 -1.4512  0.01
C -1.1337 1.3950 -1.1469  -0.06
H -5.2303 -4.0861 -1.5344  0.00
H -3.8756 -6.1490 -1.3176  0.00
H -1.4124 -6.0141 -1.1902  0.00
H -0.2701 -3.8445 -1.2289  0.00
H -4.0660 1.2273 -2.9245  0.00
H -3.5458 3.5995 -3.3282  0.00
H -1.4485 4.5593 -2.3906  0.00
H 0.0417 3.2025 -1.0678  0.00
F 3.6139 2.3277 -5.4815  0.00
C 4.2226 1.6725 -4.4892  0.00
F 5.2355 2.4210 -4.0489  0.00
F 4.7229 0.5362 -4.9897  0.00
C 3.2408 1.3644 -3.3798  0.01
C 2.2526 0.4139 -3.5923  0.00
C 1.3708 0.1462 -2.5731  0.01
N 1.4412 0.7445 -1.3704  0.00
C 2.3724 1.6910 -1.1944  0.01
C 3.2930 2.0282 -2.1732  0.00
H 2.1604 -0.0980 -4.5407  0.00
H 0.5545 -0.5542 -2.7092  0.00
H 2.3523 2.2346 -0.2572  0.00
H 4.0214 2.8042 -1.9860  0.00
F 0.2098 2.0380 1.1045  0.03
As 0.3450 3.6812 2.0951  0.00
F -0.8339 4.3197 1.0608  0.00
F 1.5633 4.0491 0.9468  0.00
F 0.5551 5.0999 2.9885  0.00
F -0.8778 3.0531 3.1061  0.00
F 1.5199 2.8144 3.0071  0.00

HOMO-LUMO gap (alpha / beta): 0.294 / 0.288 Eh
E_HOMO (alpha / beta): -11.24 / -11.32 eV
Multiplicity: 3
⟨S²⟩: 2.0275
Total charge: +1
E_LUMO (alpha / beta): -3.2 / -3.5 eV

A 2-piece molecular cluster, C25H27BrFN3O4 overall, computed with ωB97M-V/def2-TZVPD.

Each line ends with the Mulliken charge.
Positions of all 61 atoms, in Å:
O -3.9342 -1.0656 6.0336  -0.54
C -3.5780 -1.8111 5.1372  0.13
O -4.2501 -2.9401 4.8150  -0.44
C -2.3239 -1.4967 4.4254  0.28
C -1.1766 -1.2191 5.1796  -0.47
C 0.0605 -0.9556 4.5725  0.59
C 1.2965 -0.7062 5.3679  0.56
C 1.3192 -0.7259 6.7819  -0.36
C 2.5027 -0.4963 7.4909  -0.93
C 3.6912 -0.2396 6.8075  -0.20
C 3.7013 -0.2118 5.4140  -0.37
Br 5.3290 0.1457 4.4789  -0.20
C 2.5172 -0.4434 4.7071  -0.19
N 0.1476 -0.9370 3.2313  -0.65
C -0.9296 -1.1727 2.4584  -0.25
C -0.7842 -1.1244 1.0556  0.28
F 0.4116 -0.8518 0.4781  -0.26
C -1.8831 -1.3572 0.2239  -0.43
C -3.1344 -1.6368 0.7720  -0.94
C -3.2926 -1.6883 2.1584  -0.91
C -2.1992 -1.4648 3.0207  1.30
H -4.9978 -2.9675 5.4310  0.35
H -1.2766 -1.2286 6.2566  0.52
H 0.4324 -0.9178 7.3741  0.30
H 2.4997 -0.5161 8.5769  0.38
H 4.6129 -0.0590 7.3526  0.39
H 2.5631 -0.4153 3.6217  0.62
H -1.7495 -1.3202 -0.8528  0.63
H -3.9853 -1.8180 0.1203  0.39
H -4.2839 -1.9026 2.5460  0.41
C -2.3614 -0.2319 -4.4354  -0.72
N -1.2061 -1.0610 -4.7850  -0.09
C 0.0990 -0.7561 -4.7632  -0.08
O 0.9034 -1.6240 -5.0733  -0.70
C 0.6280 0.6526 -4.4033  -0.01
C 0.7819 0.7921 -2.8738  -0.83
C 1.5027 2.0712 -2.4036  0.79
C 1.3785 2.2118 -0.8872  -1.59
C 2.9892 2.0607 -2.7638  -1.51
N -0.1873 1.7648 -4.9139  0.05
C -0.3805 2.1098 -6.1858  0.58
C 0.3456 1.3767 -7.2958  -1.03
O -1.1515 3.0156 -6.4581  -0.68
H -2.1711 0.3306 -3.5212  0.19
H -3.2351 -0.8661 -4.2782  0.33
H -2.5820 0.4648 -5.2471  0.25
H -1.3916 -2.0102 -5.0719  0.28
H 1.6212 0.7201 -4.8466  0.36
H -0.2095 0.7654 -2.4221  0.11
H 1.3323 -0.0718 -2.4973  0.49
H 1.0343 2.9441 -2.8571  0.31
H 0.3281 2.2392 -0.5988  0.36
H 1.8527 3.1378 -0.5626  0.46
H 1.8634 1.3704 -0.3911  0.31
H 3.4755 1.1877 -2.3277  0.34
H 3.4648 2.9641 -2.3824  0.44
H 3.1126 2.0410 -3.8453  0.34
H -0.6903 2.3251 -4.2454  0.34
H -0.0026 0.3474 -7.3452  0.25
H 0.1323 1.8738 -8.2408  0.34
H 1.4178 1.3985 -7.1132  0.32

HOMO-LUMO gap: 0.291 Eh
SMILES string: O=C(O)c1cc(-c2cccc(Br)c2)nc2c(F)cccc12.CNC(=O)[C@H](CC(C)C)NC(C)=O
E_HOMO: -8.85 eV
E_LUMO: -0.9 eV